Record 1
C27H67F2N4Ni2O19PS2 | ωB97M-V/def2-TZVPD

```
124
Properties=species:S:1:pos:R:3:forces:R:3
Ni -2.60741 2.58341 0.63470 0.1 -1.1 1.1
Ni 1.37267 2.43269 2.66716 -1.7 0.1 -0.8
O -1.18906 1.31969 0.00939 -0.2 -1.6 -0.8
P 0.13973 0.70981 0.08857 1.2 2.6 1.0
O 1.08075 1.14594 1.15556 0.2 -1.3 -0.1
F 0.95177 1.07969 -1.21287 -0.4 -0.7 -0.5
F 0.14339 -0.85608 -0.03599 -0.2 0.4 -0.2
S -0.01890 4.82091 0.89776 -0.2 0.5 -0.2
O -1.06877 3.80877 0.61492 -0.6 0.3 -0.5
O 0.53824 5.27405 -0.38832 0.2 -0.2 0.3
O -0.49325 5.90436 1.73838 0.0 0.0 -0.3
O 1.06424 4.07044 1.64655 1.0 0.0 0.2
S -1.77916 2.39909 3.79951 0.0 0.3 1.1
O -1.77115 3.64743 4.54397 -0.1 0.1 -0.1
O -0.37861 2.09521 3.34199 1.1 -0.7 0.1
O -2.23467 1.26618 4.60351 0.1 0.0 -0.3
O -2.57619 2.51960 2.55557 -1.0 0.0 -0.1
C -3.78512 -0.42920 -1.19993 -0.3 -0.5 0.6
C -4.59807 0.72784 -0.63579 0.2 2.5 -0.9
C -6.11005 0.47987 -0.64971 0.0 -1.9 1.2
O -4.11648 1.27088 0.54311 0.1 0.2 -0.2
H -2.72968 -0.16902 -1.20236 0.0 0.1 0.0
H -4.10801 -0.67497 -2.21602 0.0 -0.1 0.0
H -3.91489 -1.30246 -0.54553 0.1 -0.1 -0.1
H -4.51093 1.52663 -1.41273 0.1 -0.2 -0.3
H -6.76533 1.34639 -0.61107 0.3 0.3 -0.4
H -6.39780 -0.09510 0.24966 0.3 0.1 0.1
H -6.34328 -0.24873 -1.43550 -0.3 0.6 -0.4
C 4.41151 -1.74632 -0.05613 -0.2 -0.1 -0.4
O 3.31720 -2.11619 0.75472 0.2 -0.1 -0.3
C 3.12037 -3.51505 0.67818 0.1 -0.2 0.2
C 1.75755 -3.91205 1.17172 -1.3 -0.2 0.6
N 0.63294 -3.72852 0.26123 -0.1 -0.8 -0.9
C 0.69227 -4.45464 -1.02629 0.0 1.1 1.0
C 0.61808 -5.94096 -0.90793 -0.8 -1.0 0.1
O 1.85482 -6.52486 -0.52744 -0.2 0.1 0.2
C 1.81128 -7.92006 -0.57590 0.7 -0.6 -0.9
H 4.58541 -0.67155 -0.03765 -0.1 0.0 0.4
H 4.20478 -1.98620 -1.10871 0.0 -0.1 0.0
H 5.31269 -2.29713 0.23861 0.1 0.2 0.1
H 3.89734 -4.06060 1.23575 0.0 0.2 0.2
H 3.21654 -3.88462 -0.35032 0.1 0.2 -0.1
H 1.43177 -3.46084 2.11411 0.6 0.6 -0.1
H 1.75462 -4.96574 1.47030 0.3 -0.1 -0.4
H 0.39726 -2.77609 0.01698 0.4 0.1 0.6
H 1.57553 -4.15542 -1.60568 0.0 -0.2 -0.3
H -0.20086 -4.08419 -1.53199 0.1 -0.3 -0.4
H 0.23963 -6.38797 -1.84277 0.5 0.1 -0.3
H -0.16320 -6.26099 -0.20179 0.1 0.4 0.3
H 2.82044 -8.29344 -0.39253 0.0 0.1 0.1
H 1.55454 -8.22948 -1.60089 -0.1 -0.1 0.1
H 1.14496 -8.46921 0.09932 -0.3 0.6 0.3
C -1.12490 -1.58093 2.70277 0.7 0.0 -0.5
O -2.26125 -1.81644 3.48649 0.5 -0.1 0.2
C -2.78726 -3.08805 3.23262 -0.5 0.2 -0.4
C -3.82321 -3.36991 4.28581 -1.2 0.1 1.6
N -4.92186 -2.40182 4.31369 -0.5 0.5 -1.0
C -5.70285 -2.36882 3.07473 -0.1 -0.4 0.4
C -7.14834 -1.94070 3.32577 1.2 -0.1 -0.9
O -7.87584 -2.88200 4.08736 0.0 -0.2 -0.4
C -9.27215 -2.71621 4.00979 -0.3 -0.4 1.0
H -1.26681 -1.94296 1.67898 -0.2 0.1 -0.1
H -0.23272 -2.11077 3.07926 -0.2 -0.2 0.2
H -0.83277 -0.53076 2.66626 -0.6 0.2 0.3
H -2.03402 -3.88960 3.19931 0.2 0.1 0.3
H -3.23865 -3.07637 2.22604 -0.1 -0.1 0.0
H -3.40400 -3.29812 5.29553 0.5 0.0 -0.2
H -4.26822 -4.38101 4.27900 0.4 -0.2 -0.7
H -5.60879 -2.61909 5.02376 0.5 -0.2 0.4
H -5.65994 -3.37051 2.60950 -0.4 0.1 -0.2
H -5.32866 -1.65685 2.33315 0.3 0.1 0.2
H -7.55142 -1.86278 2.30951 -0.4 0.3 0.2
H -7.08212 -0.96054 3.80911 -0.4 0.0 0.0
H -9.79650 -3.64412 3.75200 0.4 -0.2 -0.3
H -9.61322 -1.95240 3.31224 0.2 0.2 0.1
H -9.60849 -2.51401 5.03345 -0.3 0.5 -0.2
C 7.33949 3.16492 0.80308 1.0 0.1 -1.1
O 6.10643 2.54213 0.94255 -0.1 -0.2 0.4
C 5.02561 3.32722 0.45713 -0.6 -0.3 0.6
C 3.68069 2.69952 0.80290 0.0 -0.4 -1.1
N 3.39277 2.53363 2.23985 1.1 0.1 -0.2
C 4.07003 1.34476 2.82327 -0.1 0.7 0.2
C 3.41142 0.88993 4.12248 1.4 -0.9 -1.0
O 2.07673 0.58199 3.85941 0.2 0.2 0.2
C 1.42196 -0.11986 4.91678 -0.9 0.1 -0.4
H 7.50658 4.04595 1.43253 -0.3 0.0 0.2
H 7.52387 3.46840 -0.24240 -0.3 0.2 0.1
H 8.15696 2.45791 0.96703 -0.3 -0.2 0.5
H 5.08794 3.39400 -0.63243 0.0 0.3 0.0
H 5.03836 4.31900 0.92697 0.3 0.2 -0.2
H 3.59376 1.73259 0.30105 0.0 -0.1 0.2
H 2.92019 3.31738 0.31701 -0.2 0.1 0.4
H 3.84772 3.35564 2.63470 -0.5 0.0 0.5
H 5.12953 1.53899 3.00896 0.0 0.1 0.0
H 4.04686 0.53098 2.10048 -0.4 0.0 0.0
H 3.56148 1.56611 4.97210 -0.3 0.2 -0.1
H 4.04731 0.00264 4.29942 -0.6 -0.2 0.6
H 1.92213 0.10109 5.85860 -0.2 0.0 0.2
H 1.37350 -1.19731 4.72831 0.6 0.0 -0.1
H 0.37206 0.18594 4.88907 0.1 0.4 0.3
C 1.32113 4.32046 -9.34401 -0.2 -0.3 0.7
O 1.28244 2.95552 -9.71754 0.0 0.2 -0.9
C 1.72703 2.04773 -8.72589 0.0 -0.4 -0.8
C 0.83670 2.01021 -7.50038 1.3 -1.0 1.3
N 1.24366 2.96798 -6.49481 -0.8 1.2 -1.2
C 0.36437 3.35252 -5.42529 0.3 0.2 0.5
C 1.08663 4.41618 -4.60554 -0.1 0.4 0.4
O 2.34167 4.00664 -4.10303 0.1 0.0 -0.4
C 2.23596 3.07075 -3.05429 0.9 -0.3 0.6
H 1.12345 5.00111 -10.17191 0.0 -0.5 -0.4
H 2.31372 4.55347 -8.94334 -0.2 0.2 0.3
H 0.52682 4.47327 -8.60567 0.4 0.4 0.2
H 2.80508 2.18071 -8.55603 -0.1 0.4 0.6
H 1.71484 1.07797 -9.23332 -0.4 0.0 0.1
H 0.95052 1.02586 -7.00685 -0.3 -0.3 -0.6
H -0.19561 2.06019 -7.84677 -0.1 0.5 0.3
H 2.22078 2.96375 -6.25840 0.0 -0.2 0.2
H 0.04332 2.50029 -4.80933 0.0 0.1 0.1
H -0.54182 3.87069 -5.75980 0.0 -0.3 -0.4
H 0.47860 4.82101 -3.78804 -0.2 -0.4 0.1
H 1.28240 5.27282 -5.25453 0.2 -0.1 -0.2
H 3.24660 2.89853 -2.66263 0.0 0.2 -0.2
H 1.93036 2.08167 -3.40888 -0.5 0.1 0.1
H 1.67053 3.45074 -2.19805 -0.5 -0.1 -0.3
```
Forces are in eV/Å.

Calculated values
HOMO (spin up / spin down) = -0.0851 / -0.0839 Eh
⟨S²⟩ = 6.01
Multiplicity = 5
Energy relative to the best compared isomer or geometry (same formula, charge and spin) = 0.0000 eV
Charge = -2
Frontier orbital gap (spin up / spin down) = 5.7 / 5.7 eV



Record 2
C27H67N4O8P | ωB97M-V/def2-TZVPD

```
107
Properties=species:S:1:pos:R:3:forces:R:3
C 1.44590 3.06958 -3.82282 0.0 0.0 0.0
C 1.38840 2.19783 -2.55824 0.1 0.0 -0.1
P -0.22525 2.29200 -1.63388 0.1 -0.1 -0.2
C 0.37232 2.13036 0.09736 -0.1 -0.1 0.2
C -0.89738 0.53674 -1.93869 -0.2 0.1 0.0
O -0.99264 -0.22294 -0.74605 -0.1 0.1 -0.1
C 0.12087 -1.06388 -0.52894 0.2 0.0 0.0
C -2.27634 0.55742 -2.62720 0.0 0.0 0.0
N -2.73427 -0.78591 -2.97852 0.1 0.0 -0.1
C -3.33218 1.27064 -1.77375 0.0 -0.1 0.2
C -4.78461 1.07985 -2.21822 0.1 -0.1 -0.1
C -5.77246 1.38603 -1.10451 0.0 0.1 -0.1
O -5.64836 2.72271 -0.61555 0.1 0.0 0.2
H 0.81551 3.95664 -3.72729 0.1 0.0 0.0
H 2.46359 3.40598 -4.03231 0.0 -0.1 0.0
H 1.09928 2.51873 -4.69999 0.0 0.0 0.0
H 2.17830 2.48736 -1.85816 -0.1 0.1 0.0
H 1.58556 1.15464 -2.82186 0.1 0.0 0.1
H 0.71973 3.10854 0.43746 0.0 0.0 0.0
H 1.17092 1.39665 0.25089 -0.1 0.1 -0.1
H -0.48222 1.84257 0.71500 0.1 0.0 0.0
H -0.20188 0.03754 -2.62955 0.0 0.0 0.0
H 0.02283 -1.99786 -1.09991 0.0 0.1 0.0
H 1.06072 -0.57630 -0.82358 -0.1 -0.1 0.1
H 0.17456 -1.28892 0.53403 0.0 0.0 0.0
H -2.14286 1.10753 -3.56976 0.0 0.0 0.1
H -3.01783 -1.28902 -2.14568 0.0 0.0 0.1
H -1.98013 -1.32013 -3.39511 0.0 0.0 0.0
H -3.21364 0.92612 -0.73481 -0.1 -0.1 -0.1
H -3.10310 2.33652 -1.76628 0.1 0.0 0.1
H -4.95196 0.05410 -2.56203 0.0 0.1 0.1
H -4.99689 1.72973 -3.07412 0.0 0.0 0.0
H -6.79723 1.29899 -1.47408 0.1 -0.1 0.0
H -5.65394 0.66182 -0.28830 0.0 0.1 0.0
H -5.05088 2.72694 0.14104 -0.1 0.0 -0.2
C -4.72303 -8.23168 -3.92873 0.0 -0.1 0.0
O -3.63732 -7.41755 -4.31301 0.0 0.1 0.0
C -3.55202 -7.15270 -5.70723 0.0 -0.1 -0.1
C -3.79294 -5.68883 -6.00230 0.0 0.0 0.0
N -5.16495 -5.31414 -5.71234 0.0 0.0 0.1
C -5.46592 -3.89536 -5.84905 0.0 0.0 -0.1
C -4.72477 -2.91351 -4.94944 0.0 0.1 0.0
O -5.06782 -3.01518 -3.58073 -0.1 -0.1 0.0
C -4.35125 -3.97698 -2.84010 0.1 0.1 0.0
H -4.58865 -8.46802 -2.87467 0.0 0.0 0.0
H -5.69062 -7.73354 -4.05850 0.0 0.0 0.0
H -4.74368 -9.16586 -4.49978 0.0 0.0 0.0
H -4.27409 -7.77025 -6.25114 0.0 0.0 0.0
H -2.54638 -7.42403 -6.03903 0.0 0.0 0.0
H -3.59894 -5.51551 -7.06642 0.0 0.0 0.0
H -3.04837 -5.10716 -5.43970 0.0 0.0 0.0
H -5.41005 -5.62590 -4.78189 0.0 0.0 0.0
H -6.53645 -3.76336 -5.67579 0.0 0.0 0.0
H -5.27473 -3.60630 -6.88887 0.0 0.0 0.0
H -5.00369 -1.90238 -5.25358 0.0 0.0 0.0
H -3.63652 -2.99047 -5.06523 0.0 0.0 0.0
H -3.32685 -4.08819 -3.21231 0.0 0.0 0.0
H -4.82482 -4.96386 -2.85144 0.0 0.0 0.0
H -4.31252 -3.63404 -1.80506 0.0 0.0 0.0
C 3.84846 -1.72812 6.61677 0.0 0.0 0.1
O 4.72100 -1.09716 5.70514 -0.1 0.0 -0.1
C 5.72486 -1.94088 5.15536 0.0 -0.1 0.1
C 5.52091 -2.13064 3.66866 0.0 0.0 0.0
N 4.31188 -2.88810 3.39786 0.0 0.1 0.0
C 3.94894 -3.00319 1.99303 0.0 0.0 0.0
C 3.63827 -1.71947 1.23151 0.0 0.0 0.0
O 2.45241 -1.06991 1.65153 0.0 -0.1 0.0
C 2.58499 -0.20623 2.76250 0.0 0.1 0.0
H 3.23198 -0.94904 7.06161 0.0 0.0 0.0
H 3.19452 -2.46385 6.13455 0.0 0.0 0.0
H 4.40209 -2.23704 7.41256 0.0 0.0 0.0
H 5.72164 -2.91006 5.66423 0.0 0.0 0.0
H 6.69393 -1.46470 5.32522 0.0 0.0 0.0
H 6.37848 -2.68159 3.26787 0.0 0.0 0.0
H 5.53083 -1.13440 3.20328 0.0 0.0 0.0
H 3.54096 -2.49078 3.91777 0.0 0.0 0.0
H 3.07266 -3.65211 1.92432 0.0 0.0 0.0
H 4.76483 -3.51472 1.46986 0.0 0.0 0.0
H 3.48166 -1.98271 0.18206 0.0 0.0 0.0
H 4.47702 -1.01285 1.26894 0.0 0.0 0.0
H 3.57509 0.25724 2.78398 0.0 0.1 0.0
H 2.42385 -0.71883 3.71543 0.0 0.0 0.0
H 1.83519 0.57847 2.65804 0.0 0.0 0.0
C 3.77725 3.69127 1.62021 0.0 0.0 0.0
O 2.84841 3.52537 2.66893 -0.1 0.0 0.0
C 3.41489 3.50321 3.97407 0.1 0.0 0.0
C 2.97356 4.70865 4.77335 0.0 0.0 0.0
N 3.51752 5.93226 4.21299 0.0 0.0 -0.1
C 3.04750 7.16478 4.82867 0.1 0.0 0.0
C 1.55634 7.47688 4.76180 0.0 0.0 0.0
O 1.08182 7.74653 3.45598 0.1 0.0 0.0
C 0.64997 6.62217 2.71732 0.0 0.0 0.0
H 3.22896 3.56548 0.68724 0.0 0.0 0.0
H 4.24182 4.68371 1.62354 0.0 0.0 0.0
H 4.57384 2.94085 1.66585 0.0 0.0 0.0
H 4.50736 3.47257 3.90792 0.0 0.0 0.0
H 3.07372 2.59637 4.47907 0.0 -0.1 0.0
H 3.33880 4.59622 5.79975 0.0 0.0 0.0
H 1.87486 4.69468 4.81726 0.0 0.0 0.0
H 3.33215 5.95821 3.21892 0.0 0.0 0.0
H 3.58151 7.99503 4.36083 0.0 0.0 0.0
H 3.34081 7.15339 5.88461 0.0 0.0 0.0
H 1.38393 8.38747 5.34047 0.0 0.0 0.0
H 0.95310 6.68103 5.21662 0.0 0.0 0.0
H 0.16890 5.88115 3.36417 0.0 0.0 0.0
H 1.46676 6.12706 2.18329 0.0 0.0 0.0
H -0.07628 6.97254 1.98482 0.0 0.0 0.0
```
Forces are in eV/Å.

Calculated values
HOMO = -0.3022 Eh
Structure (SMILES) = CCP(C)[C@@H](OC)[C@@H](N)CCCO.COCCNCCOC.COCCNCCOC.COCCNCCOC
Frontier orbital gap = 8.8 eV